1.
Formula: C2ClF2OS
Source: the Open Molecules 2025 dataset
Level of theory: ωB97M-V/def2-TZVPD

- Orbital gap: 6.28 eV
- M: 145.5 g mol⁻¹
- Charge: -1

Bonds (Å) are listed after each position.
Atoms and positions in Å:
1 C 2.0147 -0.0489 0.5352  O3 1.168, S6 1.558
2 C -1.0063 0.0168 -0.2731  F4 1.380, F5 1.375, Cl7 1.952
3 O 2.0489 1.1113 0.4016  C1 1.168
4 F -1.0831 0.2620 -1.6286  C2 1.380
5 F -1.3634 1.2481 0.2228  C2 1.375
6 S 2.0366 -1.5984 0.6937  C1 1.558
7 Cl -2.6474 -0.9908 0.0484  C2 1.952

---

2.
Formula: C2ClF2OS
Source: the Open Molecules 2025 dataset
Level of theory: ωB97M-V/def2-TZVPD

- Orbital gap: 5.87 eV
- M: 145.5 g mol⁻¹
- Charge: -1

Bonds (Å) are listed after each position.
Atoms and positions in Å:
1 C -2.3285 1.3884 0.2919  O3 1.165, S6 1.542
2 C 1.3069 -1.0120 -0.0126  F4 1.393, F5 1.399, Cl7 1.865
3 O -2.5328 2.4383 -0.1699  C1 1.165
4 F 2.3000 -1.7302 0.6486  C2 1.393
5 F 1.7536 0.3064 0.1281  C2 1.399
6 S -2.0970 0.0036 0.9284  C1 1.542
7 Cl 1.5979 -1.3947 -1.8144  C2 1.865

---

Most stable: 1. Least stable: 2.